[1]
ORCA calculation (ωB97M-V with the def2-TZVPD basis set) on 2 unconnected molecules or ions with the total composition C4H8S2.

Properties
E_HOMO = -9.075 eV
charge = 0
spin multiplicity = 1
ΔE to the lowest compared entry with this formula, charge and spin = 80.1 kcal per mole

XYZ file:
```
14
Properties=species:S:1:pos:R:3:mulliken_charge:R:1
H 0.65 1.26 1.09 0.31
S 2.29 -0.49 0.15 -0.21
H 0.33 -1.83 1.40 0.26
H -1.26 1.41 -1.15 0.33
H -1.04 1.72 1.08 0.20
C -0.29 1.11 -0.90 -0.61
S -2.18 -0.83 0.03 -0.19
H -1.97 -1.32 1.32 0.13
H 0.66 -1.77 -0.77 0.32
H 0.52 1.44 -1.66 0.20
H 2.35 -0.64 -1.19 0.11
C 0.60 -1.15 0.08 -0.77
C -0.46 -0.10 -0.08 0.59
C -0.20 1.18 0.61 -0.68
```

---

[2]
ORCA calculation (ωB97M-V with the def2-TZVPD basis set) on a single C4H8S2 molecule.

Properties
E_HOMO = -8.355 eV
charge = 0
spin multiplicity = 1
ΔE to the lowest compared entry with this formula, charge and spin = 30.0 kcal per mole
SMILES = C=CSCCS

XYZ file:
```
14
Properties=species:S:1:pos:R:3:mulliken_charge:R:1
S 0.32 -0.78 -0.43 -0.05
C -0.68 0.57 0.14 -0.46
H -0.67 0.55 1.25 0.31
H 4.01 -0.43 0.07 0.26
H -0.23 1.51 -0.15 0.35
H 2.87 -1.94 0.13 0.22
H 2.00 1.03 -0.20 0.16
S -2.93 -1.04 -0.12 -0.20
H -2.62 1.37 0.11 0.32
C 1.94 -0.11 -0.24 -0.01
C 3.00 -0.85 0.07 -0.62
H -2.86 -1.06 1.21 0.11
C -2.05 0.53 -0.38 -0.73
H -2.11 0.65 -1.48 0.35
```

---

[3]
ORCA calculation (ωB97M-V with the def2-TZVPD basis set) on a single C4H8S3 molecule.

Properties
E_HOMO (spin up / spin down) = -7.919 / -7.848 eV
charge = 0
spin multiplicity = 1
ΔE to the lowest compared entry with this formula, charge and spin = 88.4 kcal per mole

XYZ file:
```
15
Properties=species:S:1:pos:R:3:mulliken_charge:R:1
C 0.72 0.65 0.00 0.83
C 0.86 -0.68 0.67 -0.78
H 0.37 -1.21 2.88 0.14
C -0.66 1.29 0.06 -1.62
S 0.79 0.19 -1.91 -0.06
H 1.86 -0.86 1.12 0.35
H -1.29 0.66 -0.54 0.45
H -1.16 1.40 1.11 0.25
H -0.83 -1.33 -1.05 0.27
S -0.37 -1.31 1.71 -0.16
H 1.20 2.92 0.16 0.16
H -0.54 2.19 -0.42 0.60
S 2.04 1.87 0.32 -0.20
H 0.50 -2.28 -1.97 0.35
C 0.16 -1.41 -1.45 -0.59
```

---

[4]
ORCA calculation (ωB97M-V with the def2-TZVPD basis set) on 2 unconnected molecules or ions with the total composition C4H8Si.

Properties
E_HOMO = -10.055 eV
charge = 0
spin multiplicity = 1
ΔE to the lowest compared entry with this formula, charge and spin = 59.7 kcal per mole
SMILES = C#C[SiH3].C=C

XYZ file:
```
13
Properties=species:S:1:pos:R:3:mulliken_charge:R:1
H -1.01 0.58 -0.93 0.27
C 0.33 -0.11 1.86 0.22
H -1.24 -1.08 -1.12 0.23
C -1.77 -0.15 -1.03 -0.57
H -3.55 0.88 -1.20 0.27
H -3.60 -0.98 -1.10 0.23
C -3.10 -0.06 -1.17 -0.44
H 3.73 -1.00 0.37 -0.12
H 3.88 1.11 1.18 -0.09
Si 2.97 0.16 0.40 0.34
H -0.71 -0.08 2.31 0.34
C 1.42 0.06 1.34 -0.58
H 2.64 0.69 -0.91 -0.11
```